46
Properties=species:S:1:pos:R:3 method="wB97M-V/def2-TZVPD" homo_ha=-0.14545 e_lumo_ev=2.253 total_charge=-1 orbital_gap_ev=6.21 e_tot_ha=-12210.41842
Ca -0.110 -0.335 -0.307
C -0.042 2.769 -3.498
C 0.351 1.659 -2.732
N 0.154 1.606 -1.435
C -0.453 2.636 -0.755
C -0.841 3.792 -1.450
C -0.622 3.818 -2.847
C -1.450 4.875 -0.759
C -1.649 4.752 0.579
C -1.287 3.589 1.305
C -0.698 2.486 0.703
N -0.331 1.285 1.251
C -0.528 0.773 2.507
C -1.067 1.378 3.634
C -1.244 0.688 4.860
C -0.903 -0.616 5.025
C -0.333 -1.306 3.920
C 0.024 -2.673 3.990
C 0.564 -3.325 2.920
C 0.774 -2.589 1.743
N 0.445 -1.321 1.648
C -0.126 -0.645 2.700
H 0.116 2.775 -4.568
H 0.829 0.797 -3.185
H -0.938 4.698 -3.397
H -1.748 5.763 -1.303
H -2.112 5.567 1.124
H -1.495 3.588 2.357
H -1.377 2.405 3.604
H -1.680 1.232 5.690
H -1.062 -1.135 5.962
H -0.152 -3.200 4.922
H 0.827 -4.373 2.961
H 1.212 -3.043 0.859
Br -5.013 -4.162 -3.479
C -3.345 -3.437 -2.947
C -2.167 -3.902 -3.501
Br -2.177 -5.276 -4.804
C -0.944 -3.344 -3.086
Br 0.712 -3.934 -3.803
C -0.852 -2.328 -2.130
O 0.303 -1.815 -1.752
C -2.100 -1.832 -1.541
O -2.059 -0.877 -0.638
C -3.296 -2.414 -1.981
Br -4.872 -1.731 -1.183

=====

30
Properties=species:S:1:pos:R:3 method="wB97M-V/def2-TZVPD" homo_ha=-0.40843 e_lumo_ev=-0.286 orbital_gap_ev=10.83 smiles=O.O.O.O.O.O.O.O.O.O de_lowest_kcal_mol=97.1 e_tot_ha=-764.32722
O -0.361 0.371 0.390
H 0.153 0.786 -0.311
H -1.184 0.874 0.407
O -4.457 -0.099 1.285
H -3.929 -0.599 1.918
H -5.047 0.428 1.836
O 2.684 -0.712 3.438
H 2.116 -0.490 2.691
H 3.158 -1.499 3.147
O -4.302 2.970 -0.013
H -4.691 2.216 -0.471
H -3.956 3.523 -0.722
O 3.318 1.864 0.695
H 2.559 2.414 0.917
H 3.706 1.643 1.550
O 3.667 2.341 -1.769
H 3.067 2.869 -1.230
H 3.146 2.114 -2.547
O -2.060 -2.380 -1.546
H -2.285 -1.631 -0.983
H -1.579 -1.984 -2.282
O 1.246 -3.158 -1.342
H 1.145 -2.626 -2.140
H 0.366 -3.158 -0.948
O 0.571 -1.750 1.259
H 0.671 -2.504 1.850
H 0.430 -2.149 0.393
O 0.865 -0.148 -1.994
H 0.986 0.800 -1.866
H -0.003 -0.327 -1.613

=====

81
Properties=species:S:1:pos:R:3 method="wB97M-V/def2-TZVPD" homo_ha="-0.63877 / -0.64041" e_lumo_ev="-8.597 / -12.504" total_charge=+3 orbital_gap_ev="8.79 / 4.92" s2=8.776 e_tot_ha=-3481.50254 multiplicity=6
Ir -0.098 0.100 0.402
C -2.419 1.311 2.411
N -1.602 0.645 3.421
C -1.309 1.468 4.603
C -1.040 -0.539 3.220
N -0.796 -0.954 1.922
N -0.686 -1.354 4.208
C 0.384 -2.337 4.036
C -1.419 -1.445 5.478
H -3.261 1.789 2.912
H -2.816 0.590 1.700
H -1.846 2.088 1.897
H -1.120 2.482 4.253
H -0.416 1.104 5.098
H -2.146 1.486 5.299
H -0.818 -1.964 1.823
H -0.012 -3.308 3.728
H 0.883 -2.466 4.994
H 1.115 -1.974 3.317
H -2.393 -0.978 5.384
H -0.863 -0.990 6.297
H -1.563 -2.502 5.699
C 3.472 -0.632 -4.259
C 2.244 -0.010 -3.677
Sb 1.954 -0.486 -1.472
C 1.292 -2.674 -2.007
C 1.960 -3.399 -3.108
C 3.953 -0.497 -0.726
C 4.624 0.868 -0.911
H 3.576 -0.202 -5.266
H 3.398 -1.709 -4.396
H 4.387 -0.387 -3.726
H 1.295 -0.306 -4.117
H 2.288 1.070 -3.514
H 0.227 -2.477 -2.112
H 1.586 -2.978 -0.993
H 1.692 -3.023 -4.095
H 1.571 -4.432 -3.067
H 3.041 -3.477 -2.995
H 4.477 -1.293 -1.259
H 3.884 -0.761 0.329
H 4.706 1.162 -1.956
H 5.635 0.814 -0.508
H 4.094 1.652 -0.374
C -4.668 -3.394 0.106
C -3.777 -2.155 0.083
C -3.841 -1.476 -1.277
S -2.844 0.020 -1.344
O -1.367 -0.530 -1.259
C -3.118 0.471 -3.060
C -2.309 1.681 -3.523
C -0.905 1.312 -3.988
H -4.622 -3.883 1.077
H -4.359 -4.117 -0.650
H -5.709 -3.132 -0.084
H -2.740 -2.438 0.288
H -4.093 -1.452 0.860
H -4.858 -1.149 -1.514
H -3.488 -2.129 -2.079
H -4.193 0.682 -3.066
H -2.935 -0.415 -3.672
H -2.276 2.433 -2.732
H -2.860 2.133 -4.348
H -0.343 0.832 -3.180
H -0.359 2.199 -4.307
H -0.946 0.622 -4.833
F 1.919 4.937 0.218
C 0.805 4.551 -0.355
F 0.689 5.042 -1.565
F -0.241 4.837 0.375
S 0.915 2.668 -0.562
O -0.467 2.155 -0.361
O 1.483 2.366 -1.845
N 1.833 1.971 0.523
S 1.656 2.100 2.132
O 1.416 0.752 2.589
O 0.764 3.143 2.513
C 3.392 2.512 2.651
F 3.731 3.671 2.130
F 3.415 2.555 3.964
F 4.191 1.553 2.203